Entry from the OMol25 dataset: a molecular structure, C24H28N8O5PPdS2 at a distorted geometry (ωB97M-V/def2-TZVPD).

Results
HOMO-LUMO gap   6.08 eV
LUMO energy   2.211 eV
Charge   -1

Each line ends with the Mulliken charge.
Geometry (Å):
Pd  0.840  -1.928  1.822  -0.070
N  3.532  -2.170  5.132  -0.227
C  4.252  -3.388  5.195  0.265
C  5.059  -3.794  6.270  -0.540
C  5.703  -5.101  6.210  -0.583
C  5.351  -5.983  5.210  -0.342
C  4.450  -5.666  4.256  -0.827
C  3.973  -4.342  4.210  0.772
S  2.855  -3.992  2.833  -0.131
N  1.971  -2.625  3.391  -0.473
C  2.353  -1.981  4.432  0.485
C  1.420  -0.933  4.915  0.529
C  1.303  -0.777  6.289  -0.520
C  0.325  0.067  6.810  -0.509
C  -0.366  0.880  5.975  -0.683
C  -0.180  0.602  4.596  -0.309
N  0.619  -0.344  4.109  -0.079
H  3.786  -1.462  5.837  0.295
H  5.093  -3.315  7.231  0.334
H  6.571  -5.431  6.856  0.281
H  5.887  -6.959  5.201  0.283
H  4.043  -6.304  3.479  0.368
H  1.845  -1.398  7.016  0.310
H  0.170  0.138  7.909  0.333
H  -1.042  1.672  6.185  0.464
H  -0.788  1.074  3.800  0.537
N  1.613  0.857  -4.384  -0.465
C  1.349  -0.540  -4.308  0.154
O  1.423  -1.265  -5.289  -0.649
C  1.015  -0.977  -2.910  1.039
C  1.175  -2.302  -2.510  -0.431
C  0.819  -2.618  -1.211  -0.478
N  0.494  -1.725  -0.252  -0.263
C  0.261  -0.431  -0.652  -0.575
C  0.539  -0.064  -1.944  0.181
H  1.677  1.038  -5.380  0.307
H  0.969  1.451  -3.836  0.288
H  1.483  -2.983  -3.335  0.370
H  0.870  -3.656  -0.883  0.389
H  -0.075  0.254  0.121  0.360
H  0.273  0.950  -2.232  -0.183
C  -1.992  3.087  -3.407  -0.447
N  -3.346  3.736  -3.376  0.042
C  -4.318  2.632  -3.175  -0.827
N  -4.227  1.630  -4.206  0.152
C  -2.879  0.989  -4.118  -0.890
N  -1.811  1.941  -4.348  0.265
C  -1.924  2.452  -5.731  -0.778
P  -3.467  3.475  -6.192  -0.127
C  -3.520  4.428  -4.649  -0.666
C  -4.644  2.140  -5.516  -0.734
H  -1.712  2.715  -2.439  -0.310
H  -1.278  3.855  -3.730  0.604
H  -3.229  3.889  -0.332  0.365
H  -5.337  3.119  -3.165  0.310
H  -4.186  2.283  -2.116  0.257
H  -2.801  0.122  -4.813  0.322
H  -2.734  0.617  -3.079  0.284
H  -1.980  1.561  -6.380  0.473
H  -1.017  3.054  -5.985  0.401
H  -4.525  4.884  -4.686  0.433
H  -2.822  5.295  -4.686  0.465
H  -4.642  1.292  -6.195  0.415
H  -5.678  2.549  -5.494  0.383
O  -2.873  3.675  0.590  -0.560
S  -1.686  2.656  0.307  1.041
O  -0.650  3.525  -0.270  -0.696
O  -2.295  1.703  -0.566  -0.595
O  -1.336  2.167  1.594  -0.591